(1)
C17H30F3N2O6P | the ωB97M-V functional and the def2-TZVPD basis

Cartesian coordinates (Å):
C (5.135, -1.050, 0.375)
O (4.355, -0.577, -0.733)
C (3.375, 0.381, -0.354)
C (1.910, -0.219, -0.454)
N (1.475, -0.481, -1.739)
C (0.242, -1.026, -2.028)
C (-0.658, -1.335, -0.928)
C (-2.055, -1.993, -1.226)
C (-1.991, -3.486, -0.621)
C (-2.271, -4.606, -1.695)
C (-1.265, -5.825, -1.654)
N (-0.746, -6.146, -0.309)
C (-0.307, -1.053, 0.498)
C (-1.311, -1.356, 1.651)
P (-1.575, 0.046, 2.847)
O (-2.985, 0.042, 3.356)
O (-0.617, -0.094, 4.225)
O (-1.298, 1.478, 2.095)
C (1.051, -0.470, 0.718)
C (1.605, -0.146, 2.147)
H (6.196, -1.214, 0.030)
H (5.191, -0.344, 1.244)
H (4.775, -2.058, 0.736)
H (3.522, 0.838, 0.653)
H (3.402, 1.192, -1.144)
H (2.106, -0.258, -2.519)
H (-0.072, -1.226, -3.081)
H (-2.833, -1.371, -0.707)
H (-2.287, -2.005, -2.326)
H (-2.688, -3.531, 0.265)
H (-0.959, -3.638, -0.190)
H (-2.262, -4.178, -2.733)
H (-3.300, -5.015, -1.504)
H (-1.795, -6.730, -2.077)
H (-0.364, -5.581, -2.292)
H (-1.352, -6.776, 0.212)
H (0.216, -6.479, -0.335)
H (-2.332, -1.657, 1.286)
H (-0.937, -2.241, 2.249)
H (-0.584, -1.031, 4.500)
H (-1.908, 2.136, 2.490)
H (1.256, -0.982, 2.821)
H (2.720, -0.131, 2.189)
H (1.136, 0.786, 2.577)
C (-1.029, 3.759, 0.177)
C (0.187, 4.045, -0.693)
O (-0.036, 4.998, -1.700)
C (0.008, 6.420, -1.339)
O (1.098, 6.718, -0.686)
C (-1.296, 6.908, -0.617)
F (-2.408, 6.307, -1.138)
F (-1.489, 8.233, -0.799)
F (-1.339, 6.690, 0.714)
H (-1.945, 3.728, -0.417)
H (-0.899, 2.803, 0.689)
H (-1.154, 4.519, 0.949)
H (0.428, 3.116, -1.229)
H (1.068, 4.281, -0.086)
H (-0.113, 6.884, -2.340)

E: -1867.54787 a.u.
Charge: 0
HOMO level: -0.19670 Ha

Löwdin population analysis, charges in e, atoms 1 to 6:
1 C -0.10
2 O -0.18
3 C -0.14
4 C -0.06
5 N 0.13
6 C 0.04



(2)
C5H11NO | the ωB97M-V functional and the def2-TZVPD basis

Cartesian coordinates (Å):
C (-2.057, 0.527, -0.740)
C (-1.414, -0.517, 0.172)
N (0.019, -0.300, 0.349)
C (0.445, 0.431, 1.523)
C (0.833, -0.609, -0.708)
C (2.298, -0.217, -0.613)
O (0.395, -1.170, -1.703)
H (-3.134, 0.345, -0.832)
H (-1.609, 0.473, -1.736)
H (-1.920, 1.540, -0.343)
H (-1.555, -1.514, -0.253)
H (-1.875, -0.500, 1.167)
H (-0.062, 0.029, 2.407)
H (1.518, 0.319, 1.684)
H (0.217, 1.504, 1.458)
H (2.772, -0.516, -1.549)
H (2.806, -0.714, 0.219)
H (2.412, 0.865, -0.481)

E: -327.11864 a.u.
Charge: 0
HOMO level: -0.33631 Ha

Löwdin population analysis, charges in e, atoms 1 to 6:
1 C -0.08
2 C -0.22
3 N -0.13
4 C -0.06
5 C -0.51
6 C -0.01